The following is a quantum chemistry calculation of a 2-piece molecular cluster, C4H11NS overall in a non-equilibrium geometry, from the OMol25 dataset.

## Properties
Kohn-Sham gap (alpha / beta) in eV: 7.777 / 7.160
HOMO level (alpha / beta) in hartree: -0.49650 / -0.48208
E_LUMO (alpha / beta) in eV: -5.733 / -5.958
Multiplicity: 2
Expectation value of S²: 0.753
Net charge: +1

Last column: Löwdin spin population.
Atoms and positions in Å:
C: -0.698 1.041 -0.365  0.00
C: -1.326 -0.010 -1.755  0.00
C: -0.066 0.604 -1.756  0.00
S: 2.552 -0.566 0.799  0.93
C: -0.809 -0.051 0.734  0.01
N: -2.156 -0.388 1.112  0.00
H: 0.083 1.704 0.027  0.00
H: -1.507 1.770 -0.400  0.00
H: -1.391 -1.093 -1.834  0.00
H: -2.197 0.479 -2.174  0.00
H: 0.735 -0.120 -1.646  0.00
H: 0.251 1.310 -2.519  0.00
H: 3.035 -0.969 1.984  0.05
H: -0.171 -0.887 0.455  0.01
H: -0.149 0.306 1.545  0.00
H: -2.139 -0.882 1.996  0.00
H: -2.708 0.447 1.269  0.00

---

The following is a quantum chemistry calculation of a 2-piece molecular cluster, C3H7PS overall in a non-equilibrium geometry, from the OMol25 dataset.

## Properties
Kohn-Sham gap in eV: 9.660
HOMO level in hartree: -0.33169
SMILES string: CC#P.CS
E_LUMO in eV: 0.634
Multiplicity: 1

Last column: natural (NBO) charge in e.
Atoms and positions in Å:
C: 1.005 3.067 -1.936  -0.73
C: 1.273 1.760 -2.456  -0.50
P: 1.481 0.435 -3.211  0.50
H: 0.577 3.000 -0.921  0.24
H: 0.407 3.809 -2.584  0.25
H: 1.935 3.502 -1.702  0.24
C: -0.429 -1.987 -0.635  -0.73
S: -1.444 -3.198 0.306  -0.07
H: -0.591 -0.981 -0.317  0.21
H: -0.831 -1.856 -1.608  0.23
H: 0.614 -2.152 -0.753  0.23
H: -2.592 -3.321 -0.419  0.13

---

The following is a quantum chemistry calculation of C20H25AuN6O2S as an isolated structure in a non-equilibrium geometry, from the OMol25 dataset.

## Properties
Kohn-Sham gap in eV: 6.346
HOMO level in hartree: -0.51556
E_LUMO in eV: -7.683
Multiplicity: 1
Net charge: +2

Last column: natural (NBO) charge in e.
Atoms and positions in Å:
Au: 0.311 -0.443 -1.696  1.45
O: -0.309 1.588 1.560  -0.92
S: 0.872 0.991 1.014  2.31
O: 1.598 1.716 -0.006  -0.99
N: 0.521 -0.473 0.298  -0.88
C: -0.423 -1.336 0.930  0.10
C: -0.610 -1.458 2.290  -0.19
C: -1.508 -2.422 2.794  -0.16
C: -2.229 -3.243 1.972  -0.17
C: -2.094 -3.121 0.570  -0.09
C: -2.830 -3.884 -0.361  -0.06
C: -2.677 -3.670 -1.706  -0.26
C: -1.784 -2.685 -2.135  0.10
N: -1.079 -1.962 -1.287  -0.51
C: -1.203 -2.156 0.062  0.21
C: 1.953 0.597 2.341  -0.30
C: 3.062 -0.210 2.121  -0.21
C: 3.922 -0.474 3.171  -0.18
C: 3.672 0.075 4.424  -0.15
C: 2.566 0.885 4.632  -0.19
C: 1.691 1.149 3.587  -0.20
H: -0.064 -0.844 2.987  0.24
H: -1.617 -2.503 3.867  0.25
H: -2.920 -3.970 2.377  0.24
H: -3.522 -4.635 -0.001  0.25
H: -3.231 -4.237 -2.440  0.26
H: -1.650 -2.500 -3.192  0.20
H: 3.242 -0.647 1.146  0.21
H: 4.784 -1.108 3.020  0.24
H: 4.346 -0.134 5.244  0.24
H: 2.379 1.312 5.607  0.24
H: 0.821 1.773 3.735  0.25
N: 0.219 -0.401 -3.773  -0.78
C: 1.608 -0.579 -4.304  -0.24
C: 2.507 0.374 -3.527  -0.25
N: 2.298 0.165 -2.066  -0.80
H: -0.452 -1.037 -4.193  0.42
H: -0.126 0.537 -3.988  0.43
H: 1.635 -0.389 -5.376  0.25
H: 1.897 -1.615 -4.128  0.23
H: 2.261 1.412 -3.748  0.23
H: 3.554 0.217 -3.785  0.25
H: 2.426 1.014 -1.505  0.47
H: 2.914 -0.550 -1.688  0.42
C: -3.043 3.235 0.708  -0.39
N: -2.236 3.297 -0.516  -0.44
C: -2.156 4.572 -1.231  -0.39
C: -1.792 2.207 -1.057  0.61
N: -1.424 1.229 -1.572  -0.67
H: -2.663 3.977 1.408  0.22
H: -2.941 2.252 1.152  0.23
H: -4.088 3.442 0.474  0.22
H: -1.778 5.330 -0.547  0.23
H: -3.142 4.861 -1.595  0.22
H: -1.470 4.476 -2.068  0.22

---

The following is a quantum chemistry calculation of C20H25BrClCsO5PS as an isolated structure in a non-equilibrium geometry, from the OMol25 dataset.

## Properties
Kohn-Sham gap in eV: 6.482
HOMO level in hartree: -0.39975
E_LUMO in eV: -4.395
Multiplicity: 1
Net charge: +1

Last column: Löwdin charge in e.
Atoms and positions in Å:
C: 2.207 0.247 -2.339  -0.13
C: 3.575 -0.339 -1.952  -0.52
S: 4.120 0.033 -0.284  0.92
C: 2.964 -0.888 0.774  -0.40
C: 1.569 -0.322 0.919  -0.15
C: 0.447 -1.075 0.567  -0.10
C: 0.560 -2.493 0.068  -0.17
C: 0.042 -2.699 -1.369  -0.06
C: -0.818 -0.479 0.679  -0.03
C: -0.961 0.832 1.152  -0.06
C: 0.154 1.569 1.538  -0.14
P: 0.104 3.358 2.104  0.91
O: -0.741 3.230 3.474  -0.23
O: -0.988 3.958 1.027  -0.26
C: 1.413 0.973 1.431  -0.12
C: 2.610 1.765 1.906  -0.23
O: 2.345 2.193 3.231  -0.24
C: 3.494 2.156 4.060  -0.08
C: -2.336 1.420 1.214  -0.38
O: -2.707 2.158 2.088  0.12
C: -3.255 0.972 0.130  -0.53
Br: -4.521 2.203 -0.430  0.95
C: -3.142 -0.270 -0.342  -0.18
C: -4.001 -0.865 -1.422  -0.17
C: -3.174 -1.554 -2.526  -0.25
C: -3.643 -1.226 -3.937  -0.59
Cl: -5.396 -1.339 -4.134  0.61
C: -2.107 -1.132 0.279  -0.28
O: -2.377 -2.320 0.489  -0.71
H: 1.917 1.027 -1.637  0.06
H: 1.441 -0.521 -2.291  0.04
H: 2.226 0.688 -3.331  0.08
H: 3.607 -1.412 -2.138  0.07
H: 4.323 0.092 -2.613  0.07
H: 2.941 -1.905 0.408  0.06
H: 3.440 -0.923 1.752  0.09
H: 1.552 -2.917 0.115  0.10
H: -0.038 -3.109 0.734  0.03
H: 0.015 -1.772 -1.933  0.06
H: 0.667 -3.412 -1.901  0.09
H: -0.962 -3.112 -1.387  0.06
H: -0.400 3.915 4.061  0.07
H: -0.480 4.252 0.262  0.06
H: 2.795 2.606 1.236  0.13
H: 3.500 1.146 1.934  0.06
H: 3.750 1.123 4.306  0.09
H: 4.350 2.624 3.573  0.10
H: 3.272 2.703 4.970  0.09
H: -4.546 -0.057 -1.900  0.05
H: -4.726 -1.556 -0.999  0.13
H: -3.160 -2.632 -2.372  0.11
H: -2.132 -1.236 -2.471  0.10
H: -3.185 -1.925 -4.631  0.07
H: -3.289 -0.240 -4.226  0.08
Cs: -2.313 -3.514 2.086  1.54

---

Number 1: electronic energy -16640.003 eV. Number 2: electronic energy -23346.138 eV. Number 3: electronic energy -48693.400 eV. Number 4: electronic energy -134612.029 eV.